Record 1
The following is a DFT calculation (wB97M-V/def2-TZVPD) of a structure of composition C28H23BBrF4KN3O9P3S at a distorted geometry.

- LUMO: 3.85 eV
- Gap between HOMO and LUMO: 0.19305 hartree
- Charge: -2
- F_max: 1.22 eV Å⁻¹

```
74
Properties=species:S:1:pos:R:3:lowdin_charge:R:1
Br -0.484 -2.163 3.609 0.8419
K 0.102 -1.270 -0.016 0.6351
S 0.004 3.504 -4.677 1.0508
P -1.019 0.967 2.560 1.1266
P 1.913 1.430 0.126 0.1719
P 2.400 -0.447 -2.110 0.1633
F -4.556 1.216 6.405 0.1083
F -3.085 2.320 4.476 0.1042
F -2.393 -2.883 5.790 0.0660
F -4.215 -1.394 7.056 0.1097
O -1.161 -3.846 -1.003 -0.0060
O 1.002 -1.017 -2.168 -0.4689
O 3.174 -0.293 -3.359 -0.3184
O 0.335 1.854 0.002 -0.2043
O 2.248 1.050 -1.418 -0.2884
O -3.217 -2.831 -1.148 0.0193
O 1.845 0.138 0.911 -0.4614
O 2.755 2.563 0.553 -0.3028
O 3.206 -1.226 -0.944 -0.1768
N -1.114 2.224 -2.771 0.0070
N -1.524 3.532 -2.657 0.0036
N 0.215 0.853 -4.153 0.1002
C -2.550 -1.615 5.401 -0.2706
C -1.725 -4.128 -2.203 -0.2560
C -1.296 5.792 -3.581 -0.2638
C 0.394 3.382 2.779 -0.0991
C 1.143 2.969 5.413 -0.1003
C 0.327 2.051 4.771 -0.0932
C -1.228 -4.902 -3.230 -0.0064
C -3.707 3.650 0.871 -0.0963
C -0.305 2.043 -3.779 -0.7037
C -2.972 -3.520 -2.287 -0.2611
C -3.491 -0.854 6.070 -0.1435
C -2.354 1.806 1.629 -0.3603
C -2.904 1.019 4.718 -0.2145
C -1.795 -1.057 4.381 -0.5879
C -1.981 0.276 3.999 -0.3075
C -3.963 1.490 -0.145 -0.0718
C -2.976 0.985 0.689 -0.0838
C -0.082 2.260 3.455 -0.3385
C -2.028 -5.055 -4.366 -0.1265
C 1.581 4.104 4.744 -0.1054
C -1.031 4.316 -3.548 -0.6553
C -3.768 -3.666 -3.403 -0.0183
C -4.324 2.825 -0.061 -0.0999
C -3.667 0.474 5.735 -0.1408
C -2.730 3.144 1.714 -0.0991
C -3.275 -4.449 -4.451 -0.1309
C 1.213 4.299 3.422 -0.0764
C -2.486 6.185 -2.718 -0.1222
B -2.084 -2.989 -0.240 -0.3640
H 2.831 -0.834 -0.111 0.0036
H 2.226 4.816 5.244 0.0901
H -4.416 0.837 -0.880 0.1062
H -4.733 -3.178 -3.460 0.1048
H -3.871 -4.579 -5.347 0.0815
H 0.259 0.122 -3.417 0.0593
H -2.259 3.795 2.438 0.0958
H -3.981 4.697 0.937 0.0926
H 1.587 5.150 2.869 0.1035
H 1.449 2.789 6.437 0.0924
H 0.196 2.387 -0.793 0.0476
H -2.685 -0.059 0.589 0.0767
H -0.398 6.317 -3.237 0.1069
H -3.398 5.702 -3.070 0.0716
H -5.073 3.229 -0.731 0.0929
H -1.664 -5.646 -5.198 0.0831
H -0.247 -5.352 -3.158 0.1108
H -2.339 5.867 -1.687 0.0644
H 0.012 1.161 5.305 0.0996
H -2.632 7.267 -2.738 0.0627
H -1.452 6.107 -4.617 0.0966
H 0.168 3.511 1.729 0.0931
H 1.114 0.904 -4.616 0.0805
```


Record 2
The following is a DFT calculation (wB97M-V/def2-TZVPD) of a cluster of 2 separate species, C6H13NO2 in total at a distorted geometry.

- SMILES: C1CCNC1.CC(=O)O
- LUMO: 0.90 eV
- Gap between HOMO and LUMO: 0.37341 hartree
- F_max: 1.30 eV Å⁻¹

```
22
Properties=species:S:1:pos:R:3:lowdin_charge:R:1
O 0.477 -2.266 -1.842 0.0801
O -1.264 -1.062 -2.619 0.0701
N -0.570 1.330 0.737 -0.0889
C 0.341 1.041 2.962 -0.1877
C -0.384 -2.095 -2.676 -0.5761
C -0.606 0.436 1.903 -0.2401
C 1.317 1.919 2.137 -0.1877
C 0.841 1.737 0.678 -0.2401
C -0.634 -2.952 -3.881 -0.0012
H 1.404 0.917 0.193 0.1113
H -1.654 -3.372 -3.848 0.0929
H -0.231 1.663 3.677 0.1014
H 2.372 1.613 2.267 0.1040
H -1.022 -0.555 -1.796 0.1299
H -1.134 2.162 0.956 0.1056
H -0.528 -2.358 -4.804 0.0928
H 0.961 2.644 0.055 0.1131
H 1.234 2.981 2.437 0.1014
H 0.866 0.258 3.542 0.1040
H -0.230 -0.553 1.576 0.1113
H 0.088 -3.786 -3.913 0.0909
H -1.644 0.300 2.260 0.1131
```


Record 3
The following is a DFT calculation (wB97M-V/def2-TZVPD) of the molecule C5H5NO at a distorted geometry.

- SMILES: [H]/N=C\CC=C=C=O
- LUMO (spin up / spin down): -0.52 / -0.52 eV
- Gap between HOMO and LUMO (spin up / spin down): 0.32056 / 0.32053 hartree
- F_max: 2.24 eV Å⁻¹

```
12
Properties=species:S:1:pos:R:3:lowdin_charge:R:1
O 0.824 1.293 2.416 0.1841
N -0.055 -1.850 0.997 0.1099
C 0.469 1.281 1.307 -0.2414
C -0.487 -0.783 0.466 -0.3429
C -0.062 1.205 -1.057 -0.0449
C 0.201 1.806 0.099 -0.0290
C -0.105 -0.418 -0.936 -0.1493
H -0.219 1.802 -1.983 0.1015
H -0.848 -0.964 -1.552 0.1147
H 0.876 -0.869 -1.180 0.1150
H -1.446 -0.384 0.817 0.1278
H 0.852 -2.118 0.605 0.0545
```


Record 4
The following is a DFT calculation (wB97M-V/def2-TZVPD) of a cluster of 2 separate species, CH7N2PS in total at a distorted geometry.

- LUMO (spin up / spin down): -1.40 / -1.40 eV
- Gap between HOMO and LUMO (spin up / spin down): 0.25627 / 0.25624 hartree
- F_max: 4.90 eV Å⁻¹

```
12
Properties=species:S:1:pos:R:3:lowdin_charge:R:1
S 2.696 -0.731 -0.009 0.0079
P 0.899 1.719 -0.150 0.8738
N -0.424 -0.002 1.409 0.0014
N -0.442 0.689 0.117 -0.6241
C -1.027 -0.116 -0.875 -0.2045
H 0.365 -0.687 1.208 0.0123
H -2.145 -0.416 -0.722 0.1239
H -0.490 -1.035 -0.842 0.0409
H 0.894 2.365 1.211 -0.0815
H -1.012 0.230 -1.894 0.0703
H -1.193 -0.555 1.545 0.0261
H 1.879 -1.461 -0.997 -0.2466
```


Record 5
The following is a DFT calculation (wB97M-V/def2-TZVPD) of a structure of composition C27H22F3N8OTa at a distorted geometry.

- LUMO (spin up / spin down): -16.36 / -16.37 eV
- Gap between HOMO and LUMO (spin up / spin down): 0.05173 / 0.05125 hartree
- Charge: +4
- F_max: 4.74 eV Å⁻¹

```
62
Properties=species:S:1:pos:R:3:lowdin_charge:R:1
Ta 2.034 -1.046 -0.546 2.2312
F -4.490 -4.461 -2.093 0.2094
F -4.995 -3.527 -0.210 0.1882
F -4.050 -5.468 -0.228 0.1981
O 4.218 -0.728 -0.716 -0.1359
N 6.314 -1.386 -1.224 0.3190
N -0.848 -1.915 3.908 0.1638
N 0.906 -1.208 1.945 0.0441
N 0.328 0.958 0.268 0.0548
N 1.816 1.296 -2.025 0.0492
N 1.784 3.620 -3.430 0.1629
N -4.178 5.895 2.394 0.1105
N -0.290 -2.288 -0.699 -0.0551
C -1.475 2.940 1.149 -0.0615
C 2.568 1.445 -3.100 -0.0693
C 3.047 -3.099 -1.394 -0.1749
C -1.639 -4.198 -0.191 0.0750
C -0.380 0.789 1.395 -0.2013
C -4.153 4.791 3.075 -0.0729
C 4.432 -2.760 -1.942 -0.1520
C 1.049 3.500 -2.358 0.0118
C 0.175 2.099 -0.424 -0.1904
C -3.276 3.775 2.691 0.0273
C 1.161 -2.226 2.753 -0.0733
C 1.020 2.292 -1.621 -0.1569
C -1.247 1.770 1.882 0.0962
C 5.022 -1.561 -1.248 -0.4423
C -4.100 -4.296 -0.838 -0.6038
C -2.588 -2.337 -1.368 0.0719
C -2.432 3.982 1.590 -0.1449
C 2.537 2.635 -3.844 -0.0166
C -1.354 -1.715 -1.279 -0.1031
C -0.741 3.076 -0.036 0.0988
C -0.190 -0.463 2.154 -0.1794
C -0.434 -3.518 -0.181 -0.1123
C -2.736 -3.598 -0.798 -0.0195
C -3.443 6.162 1.358 -0.0721
C 0.295 -2.544 3.812 -0.0207
C -1.119 -0.910 3.118 -0.0027
C -2.526 5.209 0.916 0.0269
H 3.208 0.626 -3.398 0.1172
H 2.066 -2.797 2.588 0.1270
H 5.092 -3.627 -1.846 0.1562
H -3.295 2.861 3.260 0.1073
H 3.120 2.779 -4.743 0.1498
H 4.380 -2.527 -3.011 0.1521
H 6.755 -0.599 -0.754 0.1796
H 3.151 -3.783 -0.548 0.0824
H 0.513 -3.312 4.546 0.1513
H 2.438 -3.590 -2.155 0.0815
H -1.920 5.471 0.065 0.1068
H -3.413 -1.856 -1.876 0.1560
H -3.564 7.124 0.869 0.1376
H -1.713 1.621 2.839 0.1198
H 0.449 -3.976 0.247 0.1128
H 0.496 4.383 -2.078 0.1439
H -0.884 3.941 -0.656 0.1100
H -2.103 -0.473 3.222 0.1472
H 6.953 -2.039 -1.669 0.1807
H -1.211 -0.723 -1.690 0.1147
H -1.720 -5.182 0.250 0.1505
H -4.819 4.697 3.927 0.1372
```


Record 6
The following is a DFT calculation (wB97M-V/def2-TZVPD) of a cluster of 2 separate species, C3H10O in total at a distorted geometry.

- SMILES: CCO.C
- LUMO: 1.00 eV
- Gap between HOMO and LUMO: 0.40938 hartree
- F_max: 5.32 eV Å⁻¹

```
14
Properties=species:S:1:pos:R:3:lowdin_charge:R:1
O 0.088 0.302 1.676 -0.0788
C 1.481 -0.993 3.269 -0.0980
C -1.884 1.228 -4.605 -0.0697
C 0.824 -0.864 1.842 -0.3526
H 2.009 -1.893 3.521 0.0465
H -2.187 0.194 -4.079 0.0646
H -2.458 1.461 -5.408 -0.0527
H 0.882 -0.698 4.133 0.0503
H 2.208 0.023 3.248 0.1280
H 0.264 -1.834 1.759 0.1055
H -1.902 1.977 -3.774 0.0217
H -0.843 1.077 -5.063 0.0361
H -0.078 0.787 2.477 0.0715
H 1.596 -0.767 1.003 0.1276
```


Record 7
The following is a DFT calculation (wB97M-V/def2-TZVPD) of a structure of composition C38H42ClLaN12O8PS at a distorted geometry.

- LUMO: -3.16 eV
- Gap between HOMO and LUMO: 0.12719 hartree
- Charge: +1
- F_max: 5.06 eV Å⁻¹

```
104
Properties=species:S:1:pos:R:3:lowdin_charge:R:1
La -0.245 -1.616 -0.887 2.0577
Cl 1.096 -0.711 -3.607 0.7213
S -2.100 0.906 1.347 0.7849
P 2.692 2.157 -1.017 1.0642
O 1.620 -0.670 -2.201 -0.5550
O -1.420 -0.341 1.005 -0.5011
O 1.777 -1.808 -4.291 -0.3071
O -4.904 -1.262 -2.461 -0.1684
O -1.280 1.974 1.831 -0.2207
O -2.066 -3.144 -1.429 -0.1133
O 1.296 0.533 -4.260 -0.2404
O -0.377 -1.086 -3.444 -0.5105
N -2.851 -0.435 -1.708 -0.0089
N -1.977 3.420 -0.616 0.1463
N 1.038 -3.638 -1.254 -0.0410
N -3.071 1.332 -0.112 -0.0751
N -1.462 -5.192 1.845 -0.1472
N -0.347 -3.223 1.070 0.0092
N -3.464 2.403 -2.156 0.1179
N -4.287 -3.504 -1.430 0.2498
N 1.165 -5.911 -1.840 0.1651
N -5.582 -1.350 5.631 0.1200
N -3.573 -1.516 -2.417 -0.1532
N 0.062 -5.279 0.124 0.1559
C 3.309 3.739 -3.336 -0.1172
C -2.235 -4.499 2.894 -0.0204
C -1.884 -6.548 1.522 -0.0459
C -2.707 -0.419 3.626 -0.0749
C -3.284 0.354 2.629 -0.2697
C 5.068 3.148 -4.892 -0.0995
C 1.930 6.213 0.884 -0.1015
C 6.037 0.530 1.707 -0.0301
C -5.383 0.131 3.707 0.0012
C 4.682 0.230 1.923 -0.1978
C 4.022 1.553 0.036 -0.3271
C 3.647 0.707 1.096 -0.2652
C 2.364 3.774 -0.283 -0.3783
C 6.343 1.539 0.775 -0.0591
C -2.221 4.288 -2.818 -0.0196
C 2.364 0.317 1.398 -0.1133
C 3.361 4.711 -0.347 -0.1091
C -4.820 -0.719 4.720 -0.3108
C 0.882 5.342 0.791 -0.1014
C 4.533 1.667 -3.105 -0.1117
C -3.221 -2.836 -1.763 -0.4303
C -3.139 3.312 -3.072 -0.1190
C 3.013 -0.843 3.355 -0.1029
C 3.140 5.896 0.308 -0.0859
C 1.107 4.065 0.244 -0.0957
C -1.773 4.349 -1.497 -0.1086
C -0.564 -4.512 1.087 -0.4084
C -2.809 2.420 -0.979 -0.3385
C 5.322 2.040 -0.087 -0.0863
C 0.728 -4.888 -1.009 -0.4537
C 4.316 -0.528 3.071 -0.0714
C 5.279 1.941 -4.253 -0.0899
C 4.096 4.066 -4.442 -0.0802
C -4.647 0.583 2.626 -0.0631
C 1.974 -0.405 2.442 -0.2051
C -3.445 -0.962 4.652 -0.0206
C -3.707 0.149 -0.703 -0.2287
C 3.520 2.548 -2.600 -0.3770
H -2.949 -1.633 5.343 0.1182
H 5.558 2.687 -0.964 0.1056
H 2.499 4.420 -3.046 0.1060
H 3.976 6.554 0.410 0.0993
H -5.068 1.105 1.806 0.1064
H 4.199 4.599 -1.077 0.1196
H -3.628 3.227 -4.032 0.1175
H -3.739 -0.577 0.114 0.1135
H 1.785 7.135 1.459 0.1110
H 2.694 -1.453 4.228 0.0879
H -3.145 -4.038 2.461 0.1010
H -0.106 5.619 1.169 0.1060
H 0.311 3.341 0.287 0.0550
H -2.805 -6.781 2.121 0.1140
H -2.512 -5.241 3.670 0.1018
H -6.456 0.305 3.684 0.1164
H -1.140 5.139 -1.099 0.1118
H 1.325 -5.624 -2.813 0.1303
H -4.224 -4.310 -0.769 0.1670
H -4.725 0.327 -1.142 0.1441
H -5.223 -2.119 6.232 0.1341
H 5.133 -0.931 3.657 0.0968
H -0.057 -6.281 0.229 0.1312
H 6.028 1.229 -4.538 0.0973
H -2.092 -6.651 0.447 0.0926
H -1.948 5.043 -3.576 0.1246
H -6.489 -0.995 5.838 0.1000
H -0.642 -2.803 1.944 0.0399
H 6.831 0.016 2.264 0.1103
H -2.596 0.242 -2.472 0.1432
H 4.657 0.724 -2.575 0.1046
H -3.187 -1.485 -3.373 0.1994
H -1.166 -7.314 1.778 0.0917
H 1.682 -3.520 -2.096 0.1073
H -1.516 -3.760 3.358 0.1063
H 5.729 3.388 -5.699 0.0890
H 0.707 -6.810 -1.743 0.1071
H -1.646 -0.480 3.628 0.1071
H 0.946 -0.711 2.611 0.0245
H -5.207 -3.062 -1.486 0.1351
H 3.933 5.031 -4.932 0.1022
H 7.332 1.955 0.664 0.0897
```


Record 8
The following is a DFT calculation (wB97M-V/def2-TZVPD) of a structure of composition C33H34O4PPt.

- LUMO: 2.66 eV
- Gap between HOMO and LUMO: 0.24747 hartree
- Charge: -1
- F_max: 0.76 eV Å⁻¹

```
73
Properties=species:S:1:pos:R:3:lowdin_charge:R:1
Pt -1.390 0.313 -0.553 0.9910
P -1.241 -0.586 1.468 0.9648
O -3.728 1.386 -1.112 -0.0508
O -0.230 0.636 -2.672 -0.0748
O -1.899 2.421 -0.389 -0.2102
O 1.261 0.593 -1.004 -0.0236
C -2.591 1.368 2.766 -0.0726
C 2.929 -0.143 -3.494 -0.2034
C -2.143 0.530 5.352 -0.0612
C -0.806 -1.452 4.648 -0.0456
C -1.615 -0.226 4.308 -0.2604
C 2.255 2.166 -3.782 -0.2035
C -3.770 -4.217 0.390 -0.0966
C 0.784 -2.496 1.788 -0.0941
C -2.198 -2.115 1.238 -0.3136
C 4.172 1.304 -4.995 -0.2859
C 2.771 -0.630 2.207 -0.0473
C 2.094 -2.919 1.957 -0.0914
C 1.164 1.288 2.024 -0.0507
C 2.738 -1.481 -2.829 -0.0330
C 2.068 0.913 -3.196 -0.0626
C -2.956 -3.549 -0.520 -0.0420
C 1.336 3.306 -3.430 -0.0311
C 1.464 -0.185 2.031 -0.2681
C -1.280 -1.669 -1.010 -0.2825
C -3.797 3.767 -0.881 -0.0203
C 3.091 -1.980 2.172 -0.0916
C 5.287 1.510 -5.988 -0.0694
C 3.310 2.344 -4.670 -0.0235
C 3.967 0.067 -4.397 -0.0228
C -3.800 -3.836 1.721 -0.1023
C -1.851 0.206 2.993 -0.2816
C -2.160 -2.489 -0.109 -0.3088
C 0.947 0.698 -2.202 -0.6597
C -2.882 1.681 5.120 -0.0907
C 0.457 -1.144 1.832 -0.2954
C -3.009 -2.773 2.148 -0.0787
C -3.112 2.104 3.821 -0.0784
C -3.120 2.412 -0.793 -0.7628
H -1.069 -1.809 5.645 0.0774
H 3.554 0.105 2.351 0.1065
H 2.086 1.865 2.095 0.0791
H 0.264 -1.230 4.636 0.0886
H 3.458 3.321 -5.122 0.1092
H 2.332 -3.975 1.912 0.0958
H -1.569 -1.779 -2.057 0.0651
H 1.500 4.159 -4.091 0.0688
H -3.683 3.002 3.625 0.1012
H 0.516 1.573 2.859 0.0777
H -3.275 2.246 5.957 0.0966
H 1.727 -1.859 -3.000 0.0850
H 5.801 2.458 -5.817 0.0701
H -0.245 -2.024 -0.920 0.0595
H 0.294 2.994 -3.496 0.0790
H -4.453 -4.342 2.422 0.0923
H -2.734 1.697 1.743 0.0759
H -4.876 3.649 -0.941 0.0681
H 4.635 -0.757 -4.633 0.1057
H -1.968 0.202 6.371 0.1039
H 2.860 -1.389 -1.748 0.0802
H -3.060 -2.443 3.178 0.0964
H -4.402 -5.029 0.048 0.0941
H -2.956 -3.837 -1.566 0.1083
H 1.502 3.631 -2.400 0.0909
H 4.120 -2.294 2.298 0.0949
H -3.522 4.389 -0.030 0.0677
H -0.963 -2.262 3.941 0.0559
H 0.004 -3.232 1.619 0.1058
H 6.024 0.709 -5.924 0.0661
H 4.906 1.527 -7.013 0.0741
H 0.668 1.556 1.092 0.0518
H 3.452 -2.213 -3.210 0.0687
H -3.445 4.269 -1.784 0.0747
```


In eV, the ΔE to the lowest compared entry with this formula, charge and spin values for the records above are, in order, 3.057 0.525 3.544 4.207 6.168 1.583 0.304 0.843.